1.
{"formula": "C35H32N6O2PS2Se2Zn", "method": "ωB97M-V/def2-TZVPD", "symbols": ["Zn", "C", "C", "N", "C", "C", "N", "C", "C", "C", "C", "C", "N", "C", "C", "N", "C", "C", "N", "C", "C", "C", "N", "C", "C", "H", "H", "H", "H", "H", "H", "H", "H", "H", "H", "H", "H", "O", "C", "C", "C", "O", "C", "Se", "C", "Se", "H", "H", "H", "H", "H", "H", "H", "H", "H", "H", "S", "P", "S", "C", "C", "C", "C", "C", "C", "C", "C", "C", "C", "C", "C", "H", "H", "H", "H", "H", "H", "H", "H", "H", "H"], "positions_angstrom": [[0.715, 0.635, 0.478], [-1.113, -0.883, 4.254], [-0.585, -0.039, 3.294], [-0.381, -0.469, 2.054], [-0.728, -1.714, 1.760], [-1.222, -2.562, 2.750], [-1.405, -2.155, 3.994], [-0.574, -2.104, 0.342], [-1.283, -3.166, -0.196], [-1.202, -3.399, -1.560], [-0.374, -2.586, -2.320], [0.286, -1.534, -1.709], [0.187, -1.304, -0.400], [1.091, -0.546, -2.473], [1.178, -0.528, -3.864], [1.910, 0.370, -4.511], [2.550, 1.266, -3.769], [2.451, 1.272, -2.386], [1.725, 0.367, -1.751], [-2.077, -4.403, -2.203], [-1.630, -5.232, -3.226], [-2.526, -6.114, -3.808], [-3.805, -6.212, -3.454], [-4.224, -5.408, -2.479], [-3.409, -4.500, -1.819], [-1.287, -0.526, 5.261], [-0.305, 0.982, 3.517], [-1.466, -3.593, 2.529], [-1.959, -3.739, 0.418], [-0.318, -2.731, -3.389], [0.640, -1.240, -4.474], [3.153, 2.004, -4.285], [2.955, 2.013, -1.777], [-0.600, -5.202, -3.560], [-2.196, -6.775, -4.603], [-5.271, -5.481, -2.207], [-3.815, -3.861, -1.042], [0.276, 4.614, 2.695], [1.338, 3.672, 2.662], [2.201, 3.792, 1.405], [2.949, 5.131, 1.517], [3.777, 5.439, 0.399], [1.337, 3.854, 0.130], [-0.278, 2.727, -0.013], [3.269, 2.679, 1.349], [2.792, 0.802, 1.729], [-0.387, 4.275, 2.073], [0.956, 2.654, 2.729], [1.952, 3.849, 3.550], [3.549, 5.128, 2.437], [2.224, 5.942, 1.589], [4.402, 4.715, 0.295], [1.973, 3.687, -0.739], [0.949, 4.868, 0.027], [4.056, 2.912, 2.072], [3.733, 2.701, 0.360], [-4.171, -1.953, 1.234], [-4.360, -0.699, -0.306], [-2.736, -0.034, -1.221], [-5.392, 0.721, 0.216], [-6.511, 0.504, 1.017], [-7.315, 1.565, 1.397], [-7.001, 2.857, 0.990], [-5.881, 3.078, 0.204], [-5.079, 2.013, -0.185], [-5.453, -1.507, -1.552], [-6.416, -2.433, -1.159], [-7.226, -3.053, -2.099], [-7.077, -2.760, -3.448], [-6.122, -1.835, -3.847], [-5.318, -1.211, -2.905], [-6.732, -0.500, 1.358], [-8.182, 1.388, 2.022], [-7.624, 3.688, 1.295], [-5.621, 4.083, -0.103], [-4.192, 2.175, -0.786], [-6.503, -2.682, -0.108], [-7.967, -3.775, -1.779], [-7.699, -3.253, -4.185], [-5.996, -1.605, -4.898], [-4.554, -0.506, -3.209]], "lowdin_charge": [0.16, -0.10, -0.08, 0.07, -0.21, -0.11, 0.10, -0.22, 0.02, -0.14, 0.04, -0.21, 0.10, -0.18, -0.06, 0.08, -0.11, -0.09, 0.10, -0.16, -0.02, -0.16, 0.06, -0.13, 0.01, 0.11, 0.11, 0.11, 0.09, 0.11, 0.11, 0.11, 0.10, 0.11, 0.10, 0.10, 0.08, -0.09, -0.28, -0.57, -0.23, -0.06, -0.53, 0.57, -0.57, 0.52, 0.02, 0.04, 0.13, 0.12, 0.13, 0.07, 0.04, 0.06, 0.05, 0.03, 0.22, 0.04, 0.26, -0.37, -0.11, -0.10, -0.11, -0.09, -0.10, -0.38, -0.13, -0.11, -0.11, -0.09, -0.11, 0.08, 0.09, 0.09, 0.10, 0.06, 0.07, 0.10, 0.09, 0.10, 0.06], "lumo_energy_ev": 1.339, "total_energy_ha": -9552.12294, "homo_energy_ev": -5.06, "relative_energy_kcal_mol": 0.0, "charge": -1, "homo_lumo_gap_ev": 6.40}

---

2.
{"formula": "C2H8S2", "method": "ωB97M-V/def2-TZVPD", "symbols": ["S", "S", "H", "H", "C", "C", "H", "H", "H", "H", "H", "H"], "positions_angstrom": [[2.514, -0.156, 1.492], [2.475, 1.405, -0.083], [3.515, -0.943, 0.938], [1.368, 1.833, 0.552], [-1.027, -0.343, -1.114], [-1.422, -0.159, 0.352], [-1.004, 0.551, -1.678], [-1.602, -1.090, -1.697], [-0.055, -0.752, -0.892], [-2.407, -0.728, 0.637], [-0.568, -0.460, 0.898], [-1.787, 0.842, 0.594]], "lowdin_charge": [-0.16, -0.18, -0.27, -0.31, -0.18, -0.19, 0.04, 0.06, 0.04, 0.08, 0.01, 0.05], "lumo_energy_ev": [4.000, 3.966], "total_energy_ha": -877.32655, "spin_multiplicity": 2, "homo_energy_ev": [-0.26, -2.99], "relative_energy_kcal_mol": 16.1, "charge": -1, "homo_lumo_gap_ev": [4.27, 6.95]}

---

3.
{"formula": "C16H10CdCl6", "method": "ωB97M-V/def2-TZVPD", "symbols": ["C", "C", "C", "H", "C", "C", "H", "H", "H", "H", "Cd", "Cl", "C", "C", "C", "H", "C", "C", "H", "H", "H", "H", "Cl", "C", "C", "C", "Cl", "C", "Cl", "C", "Cl", "C", "Cl"], "positions_angstrom": [[-0.300, -0.016, 2.423], [0.628, 1.030, 2.107], [1.796, 0.441, 1.562], [0.451, 2.091, 2.288], [1.616, -0.962, 1.488], [0.311, -1.271, 2.047], [-0.071, -2.264, 2.290], [-1.255, 0.090, 2.944], [2.706, 0.972, 1.263], [2.349, -1.705, 1.174], [-0.523, -0.472, 0.002], [-2.452, 1.021, 0.203], [-0.373, 0.567, -2.263], [0.878, -0.174, -2.238], [1.837, 0.622, -1.551], [1.061, -1.092, -2.791], [1.220, 1.840, -1.163], [-0.126, 1.825, -1.593], [-0.858, 2.622, -1.477], [-1.285, 0.267, -2.795], [2.881, 0.330, -1.384], [1.689, 2.664, -0.611], [-3.280, -1.649, 1.496], [-2.436, -2.714, 0.430], [-1.196, -2.366, -0.107], [-0.402, -3.318, -0.717], [1.231, -2.983, -1.068], [-0.918, -4.614, -0.942], [0.050, -5.784, -1.684], [-2.189, -4.926, -0.487], [-2.829, -6.480, -0.717], [-2.990, -3.988, 0.193], [-4.501, -4.385, 0.843]], "lowdin_charge": [-0.31, -0.23, -0.24, 0.07, -0.26, -0.30, 0.08, 0.05, 0.07, 0.04, 1.26, -0.30, -0.30, -0.31, -0.25, 0.03, -0.24, -0.30, 0.04, 0.06, 0.07, 0.07, 0.59, -0.72, -0.34, -0.72, 0.72, -0.76, 0.65, -0.75, 0.64, -0.75, 0.64], "lumo_energy_ev": 4.297, "total_energy_ha": -3544.52776, "homo_energy_ev": -0.49, "relative_energy_kcal_mol": 21.4, "charge": -2, "homo_lumo_gap_ev": 4.78}

---

4.
{"formula": "C21H35NOP2TcTe", "method": "ωB97M-V/def2-TZVPD", "symbols": ["Tc", "P", "P", "N", "H", "C", "H", "H", "H", "C", "H", "H", "H", "C", "H", "H", "H", "C", "H", "H", "H", "C", "H", "H", "H", "C", "H", "H", "H", "C", "C", "C", "C", "C", "C", "H", "H", "H", "H", "H", "C", "O", "C", "H", "H", "H", "C", "H", "H", "H", "Te", "C", "C", "C", "C", "C", "C", "H", "H", "H", "H", "H"], "positions_angstrom": [[-0.343, 0.326, 0.016], [-0.211, -1.452, -1.753], [0.086, 1.638, 1.977], [1.406, 0.539, -0.389], [-1.315, 1.046, -1.108], [-0.983, -0.977, -3.352], [-0.923, -1.797, -4.080], [-0.458, -0.103, -3.757], [-2.034, -0.709, -3.203], [-0.907, -3.117, -1.433], [-0.844, -3.741, -2.335], [-1.948, -3.064, -1.103], [-0.314, -3.584, -0.638], [1.466, -1.964, -2.302], [1.410, -2.717, -3.099], [2.004, -2.398, -1.451], [2.034, -1.100, -2.662], [-0.215, 3.420, 2.369], [0.117, 3.644, 3.394], [-1.276, 3.692, 2.268], [0.377, 4.044, 1.684], [-0.580, 0.679, 3.388], [-0.626, 1.319, 4.280], [0.098, -0.163, 3.583], [-1.579, 0.290, 3.153], [1.877, 1.629, 2.442], [2.032, 2.217, 3.359], [2.467, 2.075, 1.632], [2.204, 0.596, 2.613], [2.718, 0.668, -0.683], [4.457, 1.772, -1.989], [3.118, 1.600, -1.689], [3.733, -0.097, -0.019], [5.069, 0.094, -0.339], [5.437, 1.031, -1.314], [4.731, 2.508, -2.744], [2.320, 2.183, -2.154], [3.417, -0.795, 0.762], [5.831, -0.477, 0.194], [6.489, 1.198, -1.549], [-3.128, -1.252, 0.520], [-1.901, -1.049, 0.763], [-3.744, -1.014, -0.805], [-4.813, -0.802, -0.680], [-3.682, -1.916, -1.437], [-3.300, -0.155, -1.326], [-3.968, -1.824, 1.604], [-4.718, -1.092, 1.927], [-3.342, -2.097, 2.459], [-4.510, -2.704, 1.233], [-2.525, 2.324, 0.308], [-4.065, 1.829, 1.735], [-3.796, 1.787, 3.114], [-4.799, 1.396, 4.010], [-6.091, 1.121, 3.549], [-6.385, 1.249, 2.186], [-5.378, 1.607, 1.272], [-2.811, 2.071, 3.488], [-4.565, 1.331, 5.074], [-6.871, 0.829, 4.257], [-7.405, 1.083, 1.829], [-5.600, 1.731, 0.209]], "lowdin_charge": [0.66, 0.77, 0.63, -0.25, -0.17, -0.27, 0.05, 0.05, 0.02, -0.27, 0.05, 0.01, 0.05, -0.26, 0.05, 0.05, 0.04, -0.34, 0.04, -0.05, 0.05, -0.28, 0.05, 0.05, 0.01, -0.28, 0.04, 0.04, 0.03, -0.44, -0.11, -0.06, -0.07, -0.11, -0.12, 0.10, 0.10, 0.10, 0.10, 0.09, -0.46, -0.21, -0.05, 0.09, 0.10, 0.03, 0.01, 0.08, 0.10, 0.10, 0.90, -0.60, -0.16, -0.10, -0.11, -0.11, -0.18, 0.07, 0.10, 0.10, 0.10, 0.09], "lumo_energy_ev": [0.211, -0.435], "total_energy_ha": -1982.59693, "spin_multiplicity": 4, "homo_energy_ev": [-5.17, -6.58], "relative_energy_kcal_mol": 0.0, "homo_lumo_gap_ev": [5.38, 6.15]}

---

5.
{"formula": "Cl4Si", "method": "ωB97M-V/def2-TZVPD", "symbols": ["Cl", "Si", "Cl", "Cl", "Cl"], "positions_angstrom": [[-1.288, -0.322, -1.598], [-0.016, -0.005, 0.035], [1.459, 1.312, -0.710], [-1.050, 0.834, 1.670], [0.895, -1.819, 0.603]], "lowdin_charge": [0.23, -0.89, 0.21, 0.23, 0.22], "lumo_energy_ev": -0.169, "total_energy_ha": -2130.46720, "homo_energy_ev": -11.81, "smiles": "Cl[Si](Cl)(Cl)Cl", "homo_lumo_gap_ev": 11.64}

---

6.
{"formula": "C2H4N2OS2", "method": "ωB97M-V/def2-TZVPD", "symbols": ["N", "C", "O", "S", "S", "N", "C", "H", "H", "H", "H"], "positions_angstrom": [[2.843, -1.041, 0.183], [1.969, 0.069, -0.160], [2.264, 1.155, -0.240], [0.153, -0.385, -0.004], [-2.450, -0.639, -0.081], [-1.770, 1.126, 0.234], [-0.541, 1.133, 0.178], [3.751, -0.606, 0.429], [2.530, -2.082, 0.071], [-3.717, -0.001, -0.304], [0.016, 2.025, 0.056]], "lowdin_charge": [0.06, -0.78, 0.09, 0.86, 0.54, -0.29, -0.69, 0.10, 0.14, -0.10, 0.08], "lumo_energy_ev": 0.112, "total_energy_ha": -1059.65877, "homo_energy_ev": -9.33, "relative_energy_kcal_mol": 53.0, "smiles": "NC(=O)S1#[SH]=NC=1", "homo_lumo_gap_ev": 9.44}